<1>
Computed, not measured: a single C2H3IO2 molecule, with ωB97M-V with the def2-TZVPD basis set.

Structure (XYZ):
```
8
Properties=species:S:1:pos:R:3:nbo_charge:R:1
C -1.20 0.66 -0.11 0.6410
C 0.73 -0.49 0.18 -0.2144
O -1.87 -0.33 -0.16 -0.5626
O 0.11 0.76 0.20 -0.5231
I 2.85 -0.10 -0.05 0.0690
H -1.75 1.66 -0.37 0.1378
H 0.72 -1.09 1.12 0.2215
H 0.42 -1.07 -0.80 0.2308
```

Calculated values
Molar mass ... 185.9 g mol⁻¹
Orbital gap ... 0.369 Ha

=====

<2>
Computed, not measured: 3 unconnected molecules or ions with the total composition C2H3IO2, with ωB97M-V with the def2-TZVPD basis set.

Structure (XYZ):
```
8
Properties=species:S:1:pos:R:3:nbo_charge:R:1
C 0.87 2.06 -0.62 0.4869
C 0.21 -0.86 -0.98 0.2655
O 0.45 2.62 0.27 -0.4827
O 0.78 -0.94 0.13 -0.5125
I -1.72 -0.60 2.66 -0.1999
H 0.80 -0.50 -1.91 0.1499
H -0.86 -0.77 -1.02 0.1398
H -0.54 -1.01 1.47 0.1531
```

Calculated values
Molar mass ... 185.9 g mol⁻¹
Orbital gap ... 0.339 Ha

=====

<3>
Computed, not measured: 2 unconnected molecules or ions with the total composition C2H3IO2, with ωB97M-V with the def2-TZVPD basis set.

Structure (XYZ):
```
8
Properties=species:S:1:pos:R:3:nbo_charge:R:1
C 0.95 -0.79 0.06 0.3198
C -0.73 1.84 0.55 0.3331
O 0.59 0.26 -0.31 -0.4973
O -1.76 1.39 0.84 -0.5135
I 0.72 2.47 2.02 -0.0385
H 1.60 -1.44 -0.43 0.1193
H 0.57 -1.05 1.01 0.1096
H -0.44 2.33 -0.46 0.1675
```

Calculated values
Molar mass ... 185.9 g mol⁻¹
Orbital gap ... 0.371 Ha

=====

Tell me which of them is the most stable. Sure, it is <1>.

=====

<1>
Computed, not measured: a single C2H3N2OP molecule, with ωB97M-V with the def2-TZVPD basis set.

Structure (XYZ):
```
9
Properties=species:S:1:pos:R:3:nbo_charge:R:1
C -2.18 -0.50 -0.43 0.2913
C -0.24 0.31 -0.24 0.1884
N -2.28 0.80 -0.24 -0.2742
N -1.04 1.27 -0.15 -0.2926
O -0.89 -0.91 -0.42 -0.4240
P 1.50 0.23 -0.64 0.3595
H -2.89 -1.14 -0.65 0.1872
H 1.84 -0.73 0.14 -0.0286
H 2.01 1.17 0.17 -0.0069
```

Calculated values
Molar mass ... 102.0 g mol⁻¹
Orbital gap ... 0.385 Ha

=====

<2>
Computed, not measured: 2 unconnected molecules or ions with the total composition C2H3N2OP, with ωB97M-V with the def2-TZVPD basis set.

Structure (XYZ):
```
9
Properties=species:S:1:pos:R:3:nbo_charge:R:1
C 1.63 -0.83 -1.67 0.0606
C -1.20 -1.06 1.14 0.8825
N 1.43 -1.47 -0.77 -0.3032
N -0.71 -0.03 0.78 -0.8627
O -1.56 -2.06 1.54 -0.4972
P -0.83 1.50 0.01 0.5528
H 1.91 -0.15 -2.49 0.2422
H 0.47 1.88 0.11 -0.0527
H -1.16 2.23 1.36 -0.0224
```

Calculated values
Molar mass ... 102.0 g mol⁻¹
Orbital gap ... 0.375 Ha

=====

Tell me which of them is the most stable. Sure, it is <2>.